Formula: C4H3IO
Source: the Open Molecules 2025 dataset
Level of theory: ωB97M-V/def2-TZVPD

Last column: natural (NBO) charge in e.
Element x y z (Å)
C -0.430 -0.685 0.070  -0.156
C 0.543 -0.020 -0.140  -0.048
C -2.340 -0.839 0.396  0.449
C 1.848 0.500 -0.440  -0.682
O -3.091 -1.467 -0.209  -0.473
I -2.854 0.511 1.859  0.198
H 2.054 1.198 0.393  0.236
H 1.704 1.034 -1.321  0.236
H 2.567 -0.232 -0.607  0.240

E_tot = -527.0061 hartree
Kohn-Sham gap = 0.3457 hartree
Highest occupied orbital energy = -9.8 eV
Total charge = 0